# 1
C56H145N11O17 | ωB97M-V/def2-TZVPD

As for the spin multiplicity: 2. As for the expectation value of S²: 0.755. The total charge is +1. The gap between HOMO and LUMO (spin up / spin down) is 7.44 / 2.05 eV.

Each line ends with the Löwdin charge.
Element x y z (Å)
H1 -4.309 -0.552 -1.143  0.06
H2 -7.940 -5.726 -0.960  0.08
H3 6.283 7.222 0.218  0.11
C1 -3.386 0.023 -1.071  -0.07
H4 1.890 1.207 3.407  0.09
H5 -1.996 3.359 3.532  0.09
C2 -7.628 -1.098 -0.247  -0.16
C3 -0.802 5.013 3.524  -0.19
H6 7.666 -2.777 0.489  0.09
H7 -1.867 0.422 -5.684  0.14
H8 -7.681 -4.215 -1.361  0.03
C4 6.716 10.221 3.566  -0.16
C5 6.773 -2.389 0.979  -0.08
H9 5.748 -5.473 -0.109  0.11
H10 -4.257 0.979 2.695  0.08
H11 -1.858 4.869 1.367  0.00
H12 -0.010 3.917 1.908  0.09
N1 -2.078 4.333 3.278  -0.07
H13 -5.073 5.044 4.430  0.12
H14 7.201 2.446 0.945  0.05
H15 0.052 -2.019 -0.128  0.10
C6 1.618 -2.701 -5.254  -0.21
H16 4.000 6.400 0.116  0.08
H17 11.129 0.391 0.873  0.08
H18 4.070 -2.846 0.281  0.10
C7 -1.481 -4.469 0.258  -0.23
C8 6.666 -9.151 0.643  -0.12
N2 3.616 -5.428 0.273  -0.04
C9 11.246 0.376 -0.210  -0.05
C10 4.504 -3.307 1.169  -0.21
H19 7.658 12.621 3.450  0.08
H20 2.936 0.964 -1.771  0.10
C11 3.503 -0.992 -4.768  -0.06
H21 5.530 -7.099 1.734  0.12
N3 -5.648 -2.971 3.324  0.03
C12 0.525 -3.817 -3.486  -0.11
C13 -8.464 0.119 -2.029  -0.09
N4 1.381 -0.275 -5.626  0.03
H22 1.356 1.980 2.020  0.05
H23 11.583 1.385 -0.446  0.08
H24 -4.305 -2.170 -2.943  0.08
H25 -1.167 0.811 0.220  0.09
H26 7.846 0.916 -0.983  0.12
C14 -1.910 3.848 -0.382  -0.38
N5 5.929 8.354 1.996  -0.05
H27 -8.756 -0.774 -2.581  0.10
H28 3.227 5.106 0.707  0.07
H29 5.827 -9.785 0.359  0.08
O1 -2.317 -0.781 -0.416  -0.22
H30 1.141 -7.684 0.629  0.07
H31 -6.654 -3.031 3.389  0.06
H32 4.459 2.904 0.897  0.06
C15 -5.914 -1.139 4.884  -0.05
H33 -8.389 0.854 -2.830  0.11
H34 -2.598 0.492 2.185  0.07
H35 -3.378 0.225 -8.123  0.08
H36 -5.289 -3.562 4.060  0.08
C16 -0.101 -1.061 0.368  -0.20
C17 5.192 -7.315 0.721  -0.23
H37 -3.211 -1.871 2.779  0.11
H38 -9.966 -4.283 -2.006  0.08
H39 -0.670 5.081 4.604  0.12
H40 2.852 -6.087 0.318  0.07
N6 -2.745 -4.976 -0.250  -0.04
H41 -3.461 -2.345 4.404  0.13
H42 -0.240 -4.273 -4.115  0.09
O2 -3.175 -0.298 4.082  -0.17
H43 -1.767 4.875 -2.221  0.12
C18 6.966 12.445 2.627  -0.14
N7 -9.879 -1.222 0.853  0.17
C19 9.874 0.058 -0.791  -0.47
C20 -3.359 -2.414 -3.425  -0.14
H44 -6.902 -5.319 -2.386  0.10
H45 -0.387 -5.799 -0.990  0.12
H46 -2.637 5.415 5.003  0.12
O3 0.581 2.941 3.607  -0.18
H47 -6.652 -1.779 5.367  0.08
H48 -10.597 -3.116 -3.301  0.10
H49 -5.222 -0.990 5.713  0.08
C21 -11.300 -2.929 -0.085  -0.15
C22 -5.018 -4.146 -0.800  -0.22
H50 -3.476 -3.080 0.331  0.10
C23 -5.120 2.393 5.584  -0.15
C24 -7.100 -5.137 -1.330  -0.11
C25 3.840 -4.613 1.506  -0.18
H51 -3.668 2.798 -1.385  0.05
H52 0.614 -5.030 0.265  0.12
H53 0.954 2.865 -0.622  0.07
H54 -9.318 0.484 -1.459  0.09
H55 6.086 13.014 2.928  0.08
H56 -3.143 0.348 -2.083  0.08
H57 -4.923 1.744 6.437  0.09
O4 5.911 -3.514 1.005  -0.23
C26 -1.236 4.048 -1.751  -0.18
H58 12.080 -0.232 -0.563  0.08
H59 6.945 -2.103 2.016  0.09
C27 -3.245 0.743 3.025  -0.04
H60 8.343 2.837 2.225  0.09
N8 9.984 -0.073 -2.205  0.03
O5 -11.046 -2.504 -1.446  -0.21
H61 6.360 -1.589 0.365  0.08
H62 -3.822 -1.259 -7.276  0.08
H63 -8.304 0.246 1.126  0.15
H64 -1.669 -4.293 1.317  0.13
C28 -0.376 -5.425 0.034  -0.23
H65 0.857 -0.354 -4.766  0.06
H66 2.597 -1.408 -6.688  0.14
O6 -5.915 -5.223 -0.517  -0.14
C29 4.503 2.100 0.163  -0.07
C30 2.300 -1.370 -5.640  -0.43
H67 -1.092 -1.543 -7.684  0.08
H68 -9.115 -3.181 0.536  0.13
H69 2.896 -4.418 2.015  0.11
H70 2.043 3.959 -1.135  0.07
H71 -3.385 -3.467 -3.707  0.09
H72 5.416 1.546 0.379  0.07
H73 4.578 2.627 -0.789  0.09
H74 2.459 -1.715 -0.523  0.09
C31 -5.240 -1.645 3.606  -0.47
O7 1.122 -2.650 -3.956  -0.20
H75 10.721 -0.748 -2.352  0.07
H76 -5.486 -3.163 -0.751  0.09
C32 6.771 8.696 3.194  -0.18
O8 6.245 -7.958 0.055  -0.21
C33 1.136 3.480 -1.503  -0.09
H77 -12.202 -2.527 0.378  0.14
H78 -8.015 -1.206 1.967  0.12
H79 -2.297 -2.535 -5.932  0.13
C34 -2.204 -1.618 -5.349  -0.16
H80 -3.961 4.470 -0.934  0.08
C35 -1.035 -0.083 -0.389  -0.17
H81 -0.255 -8.621 1.014  0.09
H82 4.396 -5.186 2.249  0.11
H83 -2.520 -2.244 -2.749  0.08
H84 -1.349 -1.672 -4.674  0.11
H85 7.584 7.457 0.997  0.11
H86 6.884 -9.124 1.710  0.09
H87 5.801 9.208 1.474  0.09
H88 1.297 -4.541 -3.225  0.09
H89 -11.676 -4.129 -2.404  0.10
H90 7.813 8.388 3.102  0.11
H91 -11.407 -4.013 -0.051  0.12
H92 -10.304 -0.798 0.041  0.14
H93 -1.372 3.012 0.064  0.09
N9 -0.881 -0.724 -7.132  0.02
H94 -3.296 5.904 3.465  0.12
C36 4.253 5.462 0.610  -0.13
C37 -3.447 3.557 -0.635  -0.05
H95 0.044 -3.529 -2.551  0.07
H96 -1.230 -3.537 -0.249  0.09
H97 0.739 -0.520 -6.367  0.00
H98 -4.013 0.303 -6.481  0.08
H99 -0.194 -7.876 -0.541  0.09
H100 -5.750 -1.116 2.801  0.11
C38 2.055 -0.714 -0.670  -0.19
H101 -2.771 1.658 3.379  0.07
H102 1.324 2.914 -2.416  0.09
H103 1.185 4.748 2.789  0.12
O9 0.150 4.530 -1.651  -0.19
N10 1.191 -0.504 0.468  -0.06
H104 4.346 -2.642 2.018  0.12
H105 9.567 -0.860 -0.289  0.13
C39 0.059 -7.710 0.506  -0.09
H106 7.269 12.918 1.692  0.09
O10 -0.575 -6.503 0.932  -0.19
C40 -4.347 4.234 4.349  -0.18
O11 8.839 1.284 0.900  -0.18
C41 -3.840 -4.094 0.167  -0.18
H107 -3.667 0.960 -0.591  0.05
H108 -4.963 1.676 4.778  0.04
H109 6.258 8.046 3.902  0.11
C42 3.182 0.317 -0.929  -0.17
H110 2.231 -3.579 -5.459  0.13
C43 -2.104 -0.422 -6.332  -0.39
C44 0.290 4.142 2.931  -0.25
H111 -6.389 -0.164 4.780  0.06
H112 -2.790 -5.960 -0.027  0.12
H113 2.584 2.852 3.073  0.09
H114 -0.569 6.019 3.175  0.13
H115 -8.065 -1.959 -0.752  0.10
C45 4.847 -6.086 -0.112  -0.21
C46 -10.737 -3.581 -2.325  -0.07
C47 8.813 1.140 -0.533  -0.20
C48 1.703 2.212 3.027  -0.05
H116 4.240 -1.783 -4.632  0.07
H117 6.660 5.753 2.929  0.12
H118 6.661 5.087 1.281  0.10
H119 4.019 -0.323 -1.208  0.11
H120 9.190 -0.559 -2.598  0.07
H121 -1.324 3.149 -2.362  0.11
H122 -3.840 3.114 0.281  0.05
H123 1.326 0.477 0.671  0.07
C49 8.260 2.568 1.172  -0.11
O12 -7.436 0.000 -1.114  -0.11
H124 4.800 5.003 -0.213  0.08
H125 -0.541 -1.312 1.333  0.12
H126 9.116 2.036 -1.075  0.12
C50 -3.059 5.032 4.074  -0.20
H127 -0.839 5.554 0.311  0.06
C51 -3.375 -0.272 -7.153  -0.05
H128 -4.227 -4.409 1.136  0.11
H129 -6.641 -1.467 0.033  0.13
H130 4.850 -6.321 -1.176  0.12
O13 -3.327 -1.440 -4.419  -0.19
H131 0.793 -2.792 -5.960  0.10
H132 -6.163 2.676 5.729  0.09
H133 5.752 10.376 4.051  0.11
C52 -8.469 -0.829 1.050  -0.07
H134 4.384 -8.046 0.767  0.12
N11 -1.753 5.132 0.398  0.06
H135 3.171 -0.726 -3.765  0.05
C53 -3.717 -1.559 3.693  -0.18
C54 -10.034 -2.661 0.805  -0.12
O14 4.918 5.383 1.890  -0.19
H136 4.059 -0.130 -5.137  0.08
H137 7.481 -9.561 0.045  0.09
H138 -0.813 -0.088 -7.914  0.09
C55 6.551 7.246 1.275  -0.22
C56 6.261 5.873 1.922  -0.18
H139 -0.747 0.263 -1.382  0.12
H140 1.504 -0.743 -1.610  0.10
H141 8.553 3.427 0.569  0.08
O15 6.798 11.087 2.379  -0.20
O16 -4.240 3.469 5.567  -0.16
H142 7.457 10.415 4.341  0.11
H143 -10.167 -3.110 1.789  0.15
H144 -4.597 -4.150 -1.805  0.10
H145 -4.541 3.543 3.529  0.11
O17 3.389 1.183 0.203  -0.21

=====

# 2
C7H6 | ωB97M-V/def2-TZVPD

The gap between HOMO and LUMO is 10.17 eV. Its SMILES is C#CCC#CC=C.

Each line ends with the natural charge from an NBO analysis.
Element x y z (Å)
C1 0.835 0.339 0.324  -0.06
C2 1.984 0.711 1.194  -0.26
C3 -0.941 -1.019 -1.286  -0.52
H1 -0.957 -2.044 -1.023  0.24
H2 1.089 0.268 3.130  0.22
C4 -0.032 -0.268 -0.279  0.03
H3 2.803 1.074 0.642  0.22
H4 2.962 0.906 3.049  0.21
H5 -0.439 -0.919 -2.254  0.26
C5 -2.306 -0.637 -1.710  -0.02
C6 -3.074 0.239 -2.023  -0.20
C7 2.015 0.556 2.511  -0.36
H6 -3.938 0.793 -2.275  0.23

=====

| no. | DFT total energy (Ha) | M (g mol⁻¹) |
| --- | --- | --- |
| 1 | -4101.0923 | 1244.84 |
| 2 | -270.1366 | 90.12 |